This record from the OMol25 dataset describes a cluster of 9 separate species, H17O9 in total. The level of theory is wB97M-V/def2-TZVPD.

Results
gap between HOMO and LUMO	8.6	eV
calculated total energy	-687.39321	Eh
E_HOMO	-5.61	eV
net charge	-1
LUMO energy	0.11158	Eh
max |F|	1.5	eV Å⁻¹

Structure (XYZ):
```
26
Properties=species:S:1:pos:R:3:nbo_charge:R:1
O -1.241 -1.906 -3.000 -0.97
H 2.535 1.911 -2.527 0.44
H 1.514 -0.066 -0.455 0.46
O -1.012 1.702 3.180 -0.95
H -0.232 1.143 3.276 0.48
O 1.578 3.116 1.542 -0.94
H 1.224 3.067 0.646 0.47
H 0.696 3.255 1.892 0.47
O -2.252 1.363 -0.817 -0.99
H -1.147 -3.534 1.004 0.45
H -3.033 0.797 -0.885 0.45
O 1.036 -0.232 -1.280 -1.03
H -0.897 -1.005 -2.978 0.48
H -1.824 0.848 -0.093 0.51
O -0.437 -3.198 0.464 -1.03
H -0.914 -0.870 1.189 0.43
H -0.537 -2.185 0.380 0.51
O 1.682 1.868 -2.962 -0.97
H 1.216 1.334 -2.277 0.51
H -1.741 1.125 3.372 0.47
O 1.471 -1.890 2.298 -0.96
H 1.287 -2.802 2.097 0.49
H 2.325 -1.666 1.971 0.46
O -0.885 -0.592 0.272 -1.24
H 0.258 -0.628 -0.745 0.51
H -0.950 -2.277 -2.158 0.48
```